# 1
Density functional theory data (wB97M-V/def2-TZVPD) for a molecular structure, C13H20N2NdO2.

Orbital gap (spin up / spin down), eV: 3.77 / 5.46
2S+1: 4
<S²>: 3.758
Net charge: +3

Each line ends with the Löwdin charge.
Atoms and positions in Å:
Nd  -1.136  -1.777  -2.077  2.310
O  -0.850  -1.994  4.025  0.233
O  -1.982  -2.165  2.049  0.003
N  -0.462  1.251  1.958  0.354
N  -2.457  3.882  -0.167  0.281
C  -2.230  -1.008  -0.052  -0.122
C  -1.062  0.921  1.034  -0.164
C  1.471  -0.390  -1.252  -0.228
C  -1.354  -1.939  0.865  -0.287
C  -1.056  -2.644  3.064  -0.193
C  2.832  0.672  1.208  -0.067
C  -2.670  2.746  -0.203  -0.202
C  -3.023  1.374  -0.301  -0.091
C  3.386  0.910  -0.202  -0.200
C  0.665  0.955  -1.308  -0.122
C  -1.710  0.525  -0.162  -0.358
C  2.977  -0.188  -1.171  -0.168
C  -0.859  0.819  -1.475  -0.110
H  -3.391  1.232  -1.305  0.144
H  1.015  1.438  -2.203  0.148
H  4.450  1.024  -0.195  0.130
H  2.170  1.456  1.518  0.058
H  -0.350  -1.564  1.042  0.117
H  -0.610  -3.627  2.922  0.173
H  -1.218  -2.952  0.341  0.139
H  2.996  1.850  -0.554  0.106
H  3.406  -1.108  -0.815  0.132
H  -1.226  1.658  -2.044  0.158
H  3.616  0.658  1.936  0.091
H  0.928  1.609  -0.496  0.124
H  -0.983  -0.071  -2.168  -0.051
H  -3.766  1.100  0.426  0.157
H  3.399  -0.007  -2.145  0.136
H  1.302  -0.889  -2.258  0.092
H  -2.428  -1.462  -1.079  -0.032
H  2.312  -0.272  1.318  0.063
H  1.107  -1.072  -0.469  0.082
H  -3.208  -0.950  0.398  0.167

# 2
Density functional theory data (wB97M-V/def2-TZVPD) for 2 unconnected molecules or ions with the total composition C2H2Cl6.

Orbital gap, eV: 11.68
SMILES: ClC(Cl)Cl.ClC(Cl)Cl
Energy relative to the best compared isomer or geometry (same formula, charge and spin), kcal per mole: 0.6

Each line ends with the Löwdin charge.
Atoms and positions in Å:
Cl  -13.797  17.483  18.682  0.541
Cl  -16.569  16.705  18.946  0.547
Cl  -20.533  19.961  19.109  0.523
Cl  -20.353  17.093  19.530  0.526
Cl  -19.454  18.242  17.031  0.517
Cl  -15.438  18.616  20.792  0.519
C  -15.112  17.185  19.801  -1.556
C  -19.615  18.490  18.770  -1.593
H  -18.626  18.629  19.187  -0.038
H  -14.818  16.395  20.480  0.013

# 3
Density functional theory data (wB97M-V/def2-TZVPD) for a single C2H5N3O molecule.

Orbital gap, eV: 10.44
SMILES: [H]/N=C\NC(N)=O
Energy relative to the best compared isomer or geometry (same formula, charge and spin), kcal per mole: 34.3

Each line ends with the Löwdin charge.
Atoms and positions in Å:
O  -0.935  -1.628  -0.902  0.069
N  -2.075  -0.059  0.311  0.140
N  2.532  0.635  0.126  0.066
N  0.234  0.083  0.115  0.092
C  -0.929  -0.618  -0.236  -0.591
C  1.574  -0.117  -0.254  -0.262
H  -2.129  0.941  0.439  0.094
H  2.239  -0.957  -0.408  0.124
H  0.127  0.819  0.808  0.134
H  -2.929  -0.480  -0.030  0.106
H  2.264  1.292  0.844  0.027

# 4
Density functional theory data (wB97M-V/def2-TZVPD) for a molecular structure, C4H8O.

Orbital gap, eV: 7.32
Energy relative to the best compared isomer or geometry (same formula, charge and spin), kcal per mole: 135.4

Each line ends with the Löwdin charge.
Atoms and positions in Å:
O  -0.209  -2.028  0.890  0.017
C  -0.100  1.003  1.016  -0.103
C  0.445  0.210  -0.129  -0.320
C  0.582  -1.172  0.196  -0.301
C  -0.266  0.318  -1.448  -0.091
H  -0.428  2.102  0.741  0.121
H  -0.412  1.322  -1.816  0.061
H  -1.261  -0.129  -1.375  0.086
H  1.327  -1.739  -0.374  0.126
H  -0.997  0.452  1.407  0.096
H  0.628  1.064  1.769  0.045
H  0.283  -0.227  -2.272  0.101
H  0.409  -1.177  1.396  0.161

# 5
Density functional theory data (wB97M-V/def2-TZVPD) for a molecular structure, C8H16BF2RhS4.

Orbital gap (spin up / spin down), eV: 8.90 / 7.68
2S+1: 5
<S²>: 6.014
Energy relative to the best compared isomer or geometry (same formula, charge and spin), kcal per mole: 0.0
Net charge: +2

Each line ends with the Löwdin charge.
Atoms and positions in Å:
Rh  1.306  0.543  -0.006  0.506
S  0.750  0.288  2.492  0.922
S  -0.413  2.294  0.059  0.915
S  0.701  0.355  -2.488  0.923
S  -0.322  -1.388  -0.003  0.914
F  4.185  0.551  -1.139  0.244
F  4.160  0.494  1.159  0.241
C  0.205  -2.209  -1.526  -0.447
C  -0.598  1.617  -2.614  -0.466
C  0.059  -1.399  2.629  -0.458
C  -1.439  1.794  -1.364  -0.463
C  0.396  -2.259  1.414  -0.447
C  -0.649  1.430  2.688  -0.463
C  -1.458  1.690  1.429  -0.464
C  -0.143  -1.253  -2.664  -0.460
B  3.571  0.576  0.004  -0.590
H  -1.234  1.367  -3.464  0.110
H  -0.054  -3.248  1.507  0.111
H  -1.217  -1.079  -2.736  0.099
H  -1.018  -1.319  2.784  0.098
H  -0.351  -3.140  -1.635  0.109
H  -1.962  0.876  -1.092  0.072
H  -0.059  2.529  -2.874  0.098
H  -2.177  2.580  -1.525  0.109
H  -0.201  2.343  3.082  0.098
H  0.499  -1.843  3.521  0.102
H  -1.300  1.030  3.466  0.108
H  -1.973  0.793  1.087  0.070
H  1.270  -2.432  -1.480  0.102
H  0.196  -1.678  -3.608  0.103
H  1.470  -2.369  1.271  0.097
H  -2.200  2.465  1.627  0.109

# 6
Density functional theory data (wB97M-V/def2-TZVPD) for a single C23H16F2S molecule.

Orbital gap, eV: 8.40
SMILES: Fc1cccc(C(Sc2ccc3ccccc3c2)c2cccc(F)c2)c1
Energy relative to the best compared isomer or geometry (same formula, charge and spin), kcal per mole: 0.0

Each line ends with the Löwdin charge.
Atoms and positions in Å:
S  -0.123  -1.420  4.936  1.024
F  2.614  2.948  2.359  0.033
F  -3.035  2.907  2.213  0.033
C  3.547  -0.583  2.503  -0.067
C  -2.423  -5.801  8.976  -0.083
C  -0.303  -3.103  5.478  -0.513
C  0.842  -3.958  5.530  -0.084
C  1.170  -0.335  2.945  -0.246
C  -4.100  0.772  2.373  -0.013
C  -2.554  -4.963  7.871  -0.037
C  -0.198  -5.316  7.321  -0.165
C  -2.732  -1.145  2.959  -0.067
C  0.887  -4.983  6.471  -0.033
C  -2.947  1.542  2.401  -0.236
C  3.656  0.805  2.322  -0.017
C  -3.971  -0.606  2.618  -0.064
C  -1.562  -0.376  2.879  -0.226
C  1.359  1.046  3.114  0.020
C  -0.108  -6.196  8.440  -0.035
C  -0.194  -1.088  3.157  -0.426
C  -1.482  -3.558  6.101  -0.036
C  -1.439  -4.619  7.058  -0.163
C  2.319  -1.133  2.858  -0.073
C  -1.186  -6.419  9.288  -0.078
C  -1.689  0.999  2.652  0.034
C  2.540  1.589  2.593  -0.232
H  -3.290  -5.962  9.616  0.100
H  -0.183  -1.996  2.516  0.134
H  -0.834  1.662  2.604  0.093
H  4.422  -1.223  2.384  0.109
H  -2.448  -3.101  5.838  0.113
H  0.845  -6.669  8.678  0.110
H  -1.117  -7.038  10.187  0.105
H  -3.513  -4.485  7.622  0.114
H  1.791  -5.565  6.620  0.109
H  -4.859  -1.237  2.568  0.109
H  -2.647  -2.196  3.240  0.111
H  4.595  1.262  2.057  0.113
H  -5.051  1.237  2.196  0.111
H  1.661  -3.769  4.833  0.095
H  0.633  1.692  3.612  0.122
H  2.236  -2.198  3.078  0.103

Calculated DFT total energy (eV), listed in the same order as above: -36116.063 -77240.807 -8672.154 -6319.296 -61001.133 -40379.563